# 1
Formula: C28H56Cu2O29S6
Source: the Open Molecules 2025 dataset
Level of theory: ωB97M-V/def2-TZVPD

## Properties
E_HOMO (spin up / spin down): -9.0914 / -9.0900 eV
E_LUMO (spin up / spin down): -0.81 / -3.40 eV
Gap between HOMO and LUMO (spin up / spin down): 0.304 / 0.209 Eh
Spin multiplicity: 3
Charge: 0

Structure (XYZ):
```
121
C28H56Cu2O29S6 | the Open Molecules 2025 dataset | ωB97M-V/def2-TZVPD
Cu -1.27 1.92 1.51
Cu 0.86 -2.27 -1.42
S 4.43 -4.53 2.19
S -1.72 2.51 4.22
S 4.04 3.85 -2.53
S -0.40 -0.26 0.00
S -0.62 3.23 -4.84
S -0.03 -4.01 4.30
O 0.42 -2.53 4.84
O 0.73 -1.09 0.44
O -1.42 1.83 -4.60
O -1.48 -0.21 1.04
O 1.14 -4.65 3.76
O -0.84 -4.75 5.23
O 5.11 4.40 -1.75
O -1.54 1.17 3.68
O -0.14 1.17 -0.12
O -1.22 3.83 0.19
O 4.12 -5.18 0.95
O -0.24 3.37 -6.22
O -0.85 2.90 5.34
O 4.45 2.39 -3.15
O -3.00 2.73 4.91
O 3.50 4.70 -3.54
O 0.71 2.10 2.22
O -0.32 -3.71 -0.18
O 5.58 -3.44 1.99
O 4.67 -5.30 3.37
O -1.33 4.27 -4.17
O 0.69 2.80 -3.97
O 2.87 3.28 -1.59
O -1.51 3.32 3.02
O -0.13 -3.49 -2.96
O -3.30 2.35 0.88
O -0.74 -0.87 -1.29
O -0.98 -3.44 3.11
O 3.31 -3.40 2.57
C -3.73 1.90 -0.41
C -0.43 -4.71 -4.93
C 1.41 3.34 2.36
C -5.56 1.72 1.06
C -2.02 -5.22 0.44
C -0.54 0.75 -4.26
C -0.52 -1.59 4.40
C -1.68 5.99 -0.67
C -5.24 2.16 -0.36
C 3.12 1.94 -1.19
C 4.12 1.36 -2.21
C -0.92 -2.00 2.99
C -1.29 -2.94 -3.59
C 2.89 2.93 2.47
C -0.67 -5.87 0.75
C 3.51 -2.32 1.69
C 0.35 -4.79 0.47
C 2.87 1.45 2.84
C 5.05 -2.17 1.60
C -2.04 4.97 0.40
C -0.28 5.57 -1.09
C -4.31 2.04 1.86
C -1.71 -3.75 0.08
C 1.40 1.06 2.98
C -0.44 4.05 -1.00
C -1.75 -4.06 -4.55
C 0.86 1.39 -4.09
C 0.30 -4.69 -3.59
H -2.34 -3.38 -0.72
H 1.47 1.28 -4.99
H -4.08 1.20 2.50
H -2.48 -5.66 -0.45
H -6.43 2.23 1.50
H 5.34 -1.49 2.40
H 1.38 -4.68 -3.76
H -0.06 5.85 -2.12
H -0.16 -1.74 2.25
H -0.56 -6.74 0.09
H 1.31 1.01 -3.18
H -1.79 5.40 1.37
H -1.87 6.98 -0.28
H -5.87 0.68 1.06
H -0.91 0.31 -3.34
H -1.07 3.68 -1.82
H -0.54 -6.26 1.75
H 3.52 3.47 3.18
H 5.03 1.00 -1.74
H -2.27 -3.71 -5.45
H 3.24 0.85 2.01
H -1.16 -1.96 -4.04
H 0.49 5.95 -0.41
H 0.04 -5.57 -3.00
H 1.35 3.96 1.46
H 1.07 3.94 3.20
H -5.90 1.73 -1.11
H 0.06 -4.10 -5.69
H 3.71 0.50 -2.74
H -1.94 -3.10 0.94
H -0.42 -5.74 -5.30
H 3.44 1.20 3.73
H 1.25 -5.11 -0.06
H 0.78 -4.33 1.37
H -3.13 4.85 0.40
H 3.01 -2.55 0.76
H 3.36 3.06 1.50
H 3.52 1.93 -0.18
H -5.40 3.22 -0.60
H -3.20 2.40 -1.22
H 2.19 1.37 -1.23
H -2.28 5.75 -1.56
H -1.88 -1.60 2.71
H 5.43 -1.76 0.67
H 1.21 0.11 2.50
H -0.53 0.01 -5.06
H -1.39 -1.51 5.06
H 0.49 3.49 -1.02
H 3.09 -1.41 2.12
H -2.08 -2.92 -2.84
H -0.20 -0.55 4.34
H -2.46 -4.74 -4.07
H -2.69 -5.28 1.30
H 1.02 1.17 3.99
H -3.54 0.83 -0.52
H -4.40 2.97 2.42
```



# 2
Formula: C28H56O14
Source: the Open Molecules 2025 dataset
Level of theory: ωB97M-V/def2-TZVPD

## Properties
E_HOMO: -10.0283 eV
E_LUMO: 0.48 eV
Gap between HOMO and LUMO: 0.386 Eh
Charge: 0

Structure (XYZ):
```
98
C28H56O14 | the Open Molecules 2025 dataset | ωB97M-V/def2-TZVPD
O -3.05 -5.66 -1.07
O -2.40 1.46 1.73
O -4.70 5.72 0.78
O 1.12 -5.15 2.52
O 2.96 6.07 -0.25
O 5.50 -2.04 -0.62
O 4.64 4.96 0.81
O -4.36 5.16 -1.43
O -2.49 -4.87 0.97
O -0.90 0.93 -1.84
O -2.65 -0.41 -1.92
O 1.03 -6.93 1.06
O 5.81 -4.18 -1.20
O -1.20 3.35 1.68
C -0.96 3.10 -2.35
C 3.00 3.66 -0.22
C -2.67 6.31 -0.27
C -4.06 5.72 -0.26
C 1.35 -2.70 2.01
C 4.10 -2.02 -1.05
C -1.55 -0.20 -1.59
C -4.61 0.92 1.06
C -1.44 1.81 -2.82
C -0.40 1.63 2.96
C 6.26 -3.11 -0.87
C -5.48 3.50 -2.83
C 6.30 5.58 2.46
C -3.05 -4.43 -1.67
C -3.40 -4.52 -3.13
C 1.11 -6.51 2.24
C -3.47 2.00 0.95
C -1.36 2.29 2.13
C -5.54 4.28 -1.59
C 3.65 -0.56 -0.82
C 5.33 6.12 1.28
C -2.67 -5.87 0.19
C 3.59 5.02 0.10
C 7.72 -2.91 -0.63
C -2.49 -7.26 0.60
C 0.99 -4.22 1.62
C -0.79 -0.89 -0.50
C 0.91 -7.40 3.45
H 0.13 -1.05 -0.78
H 8.13 -2.36 -1.42
H 5.71 6.41 0.32
H -1.85 -7.75 -0.29
H 4.68 6.96 1.61
H -2.11 -3.99 -1.43
H -6.43 5.05 -1.64
H 8.21 -2.30 0.18
H -4.62 2.87 -2.85
H -2.45 2.04 -2.71
H -1.99 5.47 -0.25
H 0.55 2.09 2.74
H -0.48 0.66 2.80
H 0.40 -7.00 4.36
H 2.54 3.93 -1.17
H 2.06 -7.56 3.84
H -2.83 -5.30 -3.70
H -5.42 4.23 -3.75
H -1.30 -1.85 -0.53
H -5.76 3.58 -0.77
H -2.71 6.58 0.69
H 1.71 -4.59 0.74
H 3.80 2.85 -0.21
H -1.07 -0.27 0.35
H 3.80 0.00 -1.51
H -1.37 3.31 -1.32
H -3.31 -3.48 -3.53
H 0.64 -8.33 3.14
H 3.41 -2.75 -0.42
H 0.10 3.05 -2.42
H -3.49 2.99 1.43
H -0.69 2.02 3.86
H -4.89 0.76 2.07
H 2.30 3.46 0.56
H -4.35 -0.04 0.74
H 7.12 4.93 1.96
H 5.70 4.85 2.97
H 2.40 -2.69 2.34
H -4.24 -4.93 -3.37
H -5.32 1.35 0.37
H -1.83 -7.25 1.51
H 8.18 -3.90 -0.57
H 3.94 -0.16 0.02
H -3.38 -7.80 0.83
H 3.97 -2.26 -2.21
H -1.35 3.79 -3.10
H -1.21 1.41 -3.61
H -2.68 7.11 -1.24
H 1.21 -1.89 1.27
H 2.62 -0.46 -0.65
H 0.79 -2.54 2.82
H -0.07 -4.33 1.35
H 6.98 6.29 2.90
H -6.43 2.78 -2.86
H -3.93 -3.86 -1.09
H -3.23 2.14 -0.09
```



# 3
Formula: C28H57ClINO3
Source: the Open Molecules 2025 dataset
Level of theory: ωB97M-V/def2-TZVPD

## Properties
E_HOMO: -9.0616 eV
E_LUMO: 0.57 eV
Gap between HOMO and LUMO: 0.354 Eh
Charge: 0

Structure (XYZ):
```
91
C28H57ClINO3 | the Open Molecules 2025 dataset | ωB97M-V/def2-TZVPD
I -2.00 -1.81 -3.59
Cl -5.89 -1.22 2.63
O 9.07 2.50 -5.28
O -2.12 -2.08 -0.32
O 0.24 -2.21 -1.68
N -2.40 0.21 -0.99
C 1.59 -1.93 -2.06
C 2.58 -0.66 -4.06
C 6.94 1.78 -6.19
C 4.65 0.76 -6.79
C -1.51 -0.89 -0.73
C -4.38 -2.09 0.52
C -6.40 -0.61 0.02
C -2.69 1.74 6.47
C 5.78 0.89 -5.74
C -1.88 -2.55 3.23
C -3.09 3.18 4.31
C 8.29 1.36 -5.61
C -2.78 -2.95 4.41
C -1.14 2.29 2.75
C 3.25 0.65 -6.18
C 2.95 -0.72 -5.54
C -2.65 -2.08 5.68
C -0.13 2.25 3.89
C -5.25 -0.92 0.97
C -2.97 0.25 6.72
C 9.87 2.35 -4.13
C -2.35 -3.08 1.85
C -2.64 2.30 3.11
C 1.83 -1.90 -3.57
C -2.89 -2.00 0.88
C -0.67 -1.22 -1.96
C -2.90 -0.59 5.44
C -3.69 2.40 5.50
H 4.83 -0.13 -7.40
H 9.30 1.89 -3.31
H -0.31 3.02 4.64
H -0.97 1.41 2.12
H -3.83 -0.49 4.87
H 2.13 -1.22 -6.08
H 10.77 1.75 -4.33
H 10.18 3.35 -3.82
H -3.97 0.15 7.17
H 3.14 1.44 -5.42
H -6.06 0.10 -0.74
H -3.87 3.87 3.96
H -3.10 -3.86 2.01
H 3.49 -0.53 -3.46
H -4.81 -3.02 0.90
H 3.83 -1.36 -5.66
H -2.99 1.28 3.27
H -0.79 -0.54 0.04
H 0.87 -1.96 -4.09
H -1.66 -2.22 6.14
H -4.62 -0.03 1.09
H 8.85 0.75 -6.33
H 8.14 0.75 -4.71
H -2.71 2.27 7.43
H -3.83 -2.96 4.09
H -2.54 -3.99 4.67
H 0.88 2.41 3.50
H 4.69 1.62 -7.47
H -1.51 -3.56 1.34
H 1.95 0.22 -3.87
H 7.00 1.78 -7.29
H 1.89 -0.97 -1.61
H 2.17 -2.71 -1.57
H -2.11 -0.17 4.81
H -0.20 -0.30 -2.31
H -3.33 -0.08 -1.26
H -0.13 1.28 4.39
H -3.17 2.66 2.22
H -1.77 -1.46 3.18
H 2.38 -2.80 -3.88
H -4.32 3.10 6.07
H -1.67 1.84 6.09
H 6.16 -0.11 -5.49
H -0.87 -2.93 3.44
H -6.76 -1.51 -0.47
H 6.77 2.81 -5.88
H -2.43 0.89 -0.24
H -7.24 -0.15 0.55
H 5.35 1.30 -4.82
H -4.38 1.65 5.10
H -2.26 -0.15 7.45
H 2.51 0.87 -6.96
H -2.71 -1.02 1.34
H -4.44 -2.14 -0.57
H -3.39 -2.43 6.41
H -0.92 3.16 2.11
H -2.27 3.81 4.65
```



# 4
Formula: C28H57IN2O5P
Source: the Open Molecules 2025 dataset
Level of theory: ωB97M-V/def2-TZVPD

## Properties
E_HOMO: -10.6653 eV
E_LUMO: -3.56 eV
Gap between HOMO and LUMO: 0.261 Eh
Charge: +1

Structure (XYZ):
```
94
C28H57IN2O5P | the Open Molecules 2025 dataset | ωB97M-V/def2-TZVPD
I -2.14 -5.18 -3.58
P -0.26 -1.43 -3.03
O -0.41 -0.05 -3.65
O 1.06 -1.42 -1.99
O 6.51 7.17 1.86
O -5.42 -2.79 3.12
O 0.14 -2.51 -4.27
N -1.70 -3.25 -1.36
N 4.32 -4.64 2.14
C 5.86 6.78 3.08
C -0.79 -3.99 1.00
C -1.76 2.34 -0.55
C -1.52 3.92 -0.66
C -1.89 -1.98 -2.20
C -2.64 -0.80 -1.47
C -3.99 -3.21 3.62
C -4.30 -2.04 2.51
C -2.30 -0.52 0.05
C -2.81 -4.18 -1.70
C -1.38 -2.88 0.04
C -3.36 0.54 0.60
C 1.59 -5.03 1.19
C 2.59 -4.09 0.36
C 0.78 5.26 -0.46
C -3.18 -5.39 -0.78
C -0.02 4.11 -1.21
C -4.74 -5.74 -0.99
C 5.70 6.69 -0.42
C 1.87 5.82 -1.47
C -3.90 -2.49 0.94
C 5.59 7.64 0.86
C 4.41 5.77 -0.66
C -3.26 1.95 -0.18
C -2.44 -1.96 0.80
C 3.06 6.59 -0.70
C 0.21 -5.03 0.35
C 3.84 -3.60 1.20
H -4.10 -0.93 2.83
H -3.73 2.76 0.45
H -2.54 -2.20 -3.10
H 4.38 5.04 0.21
H 4.57 5.25 -1.65
H 1.01 -2.22 -4.63
H -5.28 -5.53 -0.01
H -1.97 -1.77 1.83
H -0.02 4.20 -2.33
H -4.69 -2.00 0.31
H 6.58 6.97 3.94
H 4.53 7.75 1.24
H -5.23 -5.11 -1.79
H -0.50 -2.16 -0.07
H -0.23 -6.07 0.51
H 2.01 -3.18 0.01
H 5.94 8.66 0.53
H -2.45 0.14 -2.08
H -3.76 -0.99 -1.58
H 5.63 5.67 3.06
H -3.75 -3.58 -1.90
H 5.97 7.32 -1.32
H -4.04 -2.96 4.71
H 2.27 5.00 -2.15
H 0.04 6.04 -0.11
H -1.40 1.89 -1.52
H -1.24 -0.18 0.22
H 2.01 -6.08 1.27
H 3.84 -4.56 3.04
H -3.15 0.72 1.69
H -4.04 -3.60 1.05
H 1.35 4.85 0.44
H 0.98 -0.71 -1.32
H -0.19 -3.41 1.78
H 6.59 6.01 -0.23
H -2.64 -6.34 -1.10
H 2.68 6.80 0.34
H 3.67 -2.59 1.69
H 0.52 3.13 -0.98
H -3.87 1.81 -1.13
H 4.69 -3.44 0.45
H -4.42 0.18 0.48
H 2.86 -4.67 -0.57
H -4.91 -6.82 -1.28
H 1.45 -4.68 2.25
H -3.03 -5.31 0.32
H 5.31 -4.42 2.32
H -1.10 1.96 0.29
H -1.65 4.33 0.38
H -2.25 4.38 -1.40
H -1.57 -4.53 1.62
H -3.67 -4.20 3.19
H 1.35 6.57 -2.13
H -0.83 -3.65 -1.76
H 3.26 7.56 -1.26
H 4.92 7.37 3.30
H 0.52 -4.84 -0.72
```



| no. | DFT total energy (eV) |
| --- | --- |
| 1 | -243604.995 |
| 2 | -58599.909 |
| 3 | -58215.606 |
| 4 | -60556.751 |